(1)
Computed, not measured: a molecular structure, C2H4NP in a non-equilibrium geometry, with wB97M-V/def2-TZVPD.

Geometry as ORCA input:
```
! wB97M-V def2-TZVPD RIJCOSX def2/J DEFGRID3
* xyz 0 1
C 0.79 -2.12 0.72
C -0.58 1.30 -0.78
N 1.20 -3.20 0.66
P -0.20 -0.39 0.73
H -1.61 1.55 -0.59
H 0.22 1.73 -0.38
H -0.67 1.05 -1.85
H 0.84 0.09 1.51
*
```

LUMO energy = -1.03 eV
HOMO level = -9.331 eV
Kohn-Sham gap = 0.3051 Ha

---

(2)
Computed, not measured: a molecular structure, C2H4NP in a non-equilibrium geometry, with wB97M-V/def2-TZVPD.

Geometry as ORCA input:
```
! wB97M-V def2-TZVPD RIJCOSX def2/J DEFGRID3
* xyz 0 1
C 1.33 -0.44 -0.28
C -0.01 -0.55 0.34
N 1.36 0.73 0.10
P -1.64 0.07 -0.09
H 1.88 -1.09 -0.92
H -0.20 -0.77 1.36
H -1.32 0.72 -1.19
H -1.40 1.32 0.68
*
```

LUMO energy = 0.51 eV
HOMO level = -9.023 eV
Kohn-Sham gap = 0.3505 Ha

---

(3)
Computed, not measured: 2 unconnected molecules or ions with the total composition C2H4NP in a non-equilibrium geometry, with wB97M-V/def2-TZVPD.

Geometry as ORCA input:
```
! wB97M-V def2-TZVPD RIJCOSX def2/J DEFGRID3
* xyz 0 1
C 1.49 1.19 0.95
C -1.72 -0.09 0.79
N 2.17 0.56 0.25
P 3.29 -0.22 -0.71
H -1.67 -0.62 -0.11
H -0.77 0.07 1.24
H -2.64 0.08 1.25
H 2.56 -1.57 -0.80
*
```

LUMO energy (alpha / beta) = 0.39 / -1.92 eV
HOMO level (alpha / beta) = -9.212 / -8.694 eV
Kohn-Sham gap (alpha / beta) = 0.3528 / 0.2489 Ha

---

(4)
Computed, not measured: C2H4NP in the gas phase in a non-equilibrium geometry, with wB97M-V/def2-TZVPD.

Geometry as ORCA input:
```
! wB97M-V def2-TZVPD RIJCOSX def2/J DEFGRID3
* xyz 0 3
C 1.23 -0.41 0.01
C 0.19 0.40 0.06
N -2.74 0.40 0.02
P -1.48 -0.52 -0.02
H 1.22 -1.38 -0.34
H 2.17 0.07 0.10
H 0.33 1.52 0.14
H -3.55 -0.16 -0.22
*
```

Expectation value of S² = 2.02
LUMO energy (alpha / beta) = 1.34 / -2.46 eV
HOMO level (alpha / beta) = -6.616 / -10.068 eV
Kohn-Sham gap (alpha / beta) = 0.2924 / 0.2798 Ha

---

(5)
Computed, not measured: 2 unconnected molecules or ions with the total composition C2H4NP in a non-equilibrium geometry, with wB97M-V/def2-TZVPD.

Geometry as ORCA input:
```
! wB97M-V def2-TZVPD RIJCOSX def2/J DEFGRID3
* xyz 0 3
C 1.84 -0.17 -0.06
C -0.41 -0.69 -0.32
N 2.95 0.06 0.16
P -0.65 1.06 -0.03
H -0.42 -1.21 -1.34
H -0.21 -1.33 0.46
H -0.97 1.17 1.33
H -2.14 1.11 -0.19
*
```

Expectation value of S² = 2.02
LUMO energy (alpha / beta) = 0.89 / -4.18 eV
HOMO level (alpha / beta) = -8.047 / -10.923 eV
Kohn-Sham gap (alpha / beta) = 0.3285 / 0.2479 Ha

---

(6)
Computed, not measured: C2H4NPS in the gas phase in a non-equilibrium geometry, with wB97M-V/def2-TZVPD.

Geometry as ORCA input:
```
! wB97M-V def2-TZVPD RIJCOSX def2/J DEFGRID3
* xyz 0 3
C -0.59 0.44 0.54
C 0.36 0.35 -0.81
N -1.20 1.73 0.66
P -1.17 2.77 -0.50
S -0.15 1.65 -1.96
H -1.37 -0.43 0.43
H 0.04 0.19 1.33
H 1.20 0.58 -0.35
H 0.45 -0.65 -1.33
*
```

Expectation value of S² = 2.01
LUMO energy (alpha / beta) = 0.70 / -3.00 eV
HOMO level (alpha / beta) = -6.175 / -9.671 eV
Kohn-Sham gap (alpha / beta) = 0.2526 / 0.2453 Ha

---

(7)
Computed, not measured: 2 unconnected molecules or ions with the total composition C2H4NS in a non-equilibrium geometry, with wB97M-V/def2-TZVPD.

Geometry as ORCA input:
```
! wB97M-V def2-TZVPD RIJCOSX def2/J DEFGRID3
* xyz 1 1
C -0.11 0.55 -0.38
C 2.57 0.04 0.19
N -1.20 0.45 0.29
S 4.11 0.00 -0.04
H -0.48 0.82 -1.39
H 1.02 0.46 0.03
H -1.95 0.62 -0.29
H -1.29 0.27 1.26
*
```

LUMO energy = -5.14 eV
HOMO level = -15.511 eV
Kohn-Sham gap = 0.3811 Ha

---

(8)
Computed, not measured: 2 unconnected molecules or ions with the total composition C2H4O2 in a non-equilibrium geometry, with wB97M-V/def2-TZVPD.

Geometry as ORCA input:
```
! wB97M-V def2-TZVPD RIJCOSX def2/J DEFGRID3
* xyz 0 1
C -1.86 -0.34 -1.03
O -0.93 0.53 -1.10
H -1.78 -1.29 -1.70
H -2.73 -0.24 -0.38
C 1.84 0.32 1.10
O 0.66 0.66 1.19
H 2.08 -0.64 0.57
H 2.72 1.01 1.34
*
```

LUMO energy = 0.61 eV
HOMO level = -10.016 eV
Kohn-Sham gap = 0.3907 Ha

---

Let's list relative energy (zero: lowest compared OMol25 entry of this formula, charge and spin) in order: 54.9, 66.0, 83.3, 31.9, 95.1, 26.8, 40.6, 66.4 kcal/mol.